108
Properties=species:S:1:pos:R:3:forces:R:3 method="wB97M-V/def2-TZVPD" spin_multiplicity=2 homo_energy_ev="-3.674 / -3.609" s2=0.76 relative_energy_kj_mol=91.5 total_energy_ev=-300852.635 total_charge=-1 homo_lumo_gap_ev="5.051 / 4.986"
Mn 1.57463 -0.50542 2.21799 0.061 0.098 0.318
N 0.95814 0.30926 0.39131 0.086 -0.075 -0.181
S 0.07445 0.60223 -0.69748 -0.058 0.038 0.063
N -0.68299 -0.71060 -1.56431 0.007 0.135 0.100
S -1.91347 -1.44877 -1.06452 0.035 0.028 -0.019
N -2.13243 -1.96410 0.37768 0.069 0.107 -0.048
S -0.90470 -2.58914 1.32165 0.082 0.100 0.121
N -0.02112 -1.77841 2.12614 0.009 -0.065 -0.172
C -0.07262 -3.71197 0.20285 -0.035 -0.043 0.038
C 1.16222 -3.29110 -0.26573 0.060 0.032 -0.002
C 1.85306 -4.10698 -1.15136 -0.044 -0.045 -0.006
C 1.30971 -5.32259 -1.54672 0.027 0.028 -0.006
C 0.07119 -5.73073 -1.06519 -0.008 -0.014 -0.004
C -0.63057 -4.92244 -0.18477 0.032 -0.021 -0.022
C -1.93973 -3.65583 2.31426 0.039 -0.019 -0.001
C -1.30064 -4.17690 3.43067 0.019 0.014 0.083
C -2.00765 -5.00663 4.28645 -0.061 -0.014 -0.016
C -3.34169 -5.29908 4.02732 0.047 0.016 0.008
C -3.97218 -4.75949 2.91476 -0.030 -0.013 0.001
C -3.27060 -3.93306 2.04813 -0.033 -0.035 -0.053
C -3.43429 -0.56688 -1.36687 0.009 -0.079 -0.067
C -4.31579 -0.27786 -0.34349 -0.024 0.040 0.066
C -5.45881 0.45401 -0.64028 0.006 -0.015 0.035
C -5.70661 0.86869 -1.93819 0.004 -0.012 -0.036
C -4.80745 0.56775 -2.95571 -0.034 0.017 -0.024
C -3.66008 -0.14882 -2.67166 0.032 -0.011 -0.024
C -2.04047 -2.81544 -2.20721 -0.035 0.057 -0.007
C -1.07537 -3.00954 -3.17635 0.058 0.002 -0.031
C -1.19932 -4.10044 -4.02737 0.038 -0.003 -0.023
C -2.27487 -4.96493 -3.90453 -0.024 0.000 0.025
C -3.23819 -4.75153 -2.92383 -0.015 -0.011 -0.005
C -3.12184 -3.67289 -2.06520 -0.051 -0.015 -0.006
C -1.35636 1.59617 -0.28321 -0.031 0.017 -0.040
C -1.73257 1.52433 1.04723 0.030 -0.014 0.063
C -2.79360 2.29931 1.48949 -0.031 0.048 -0.039
C -3.46407 3.12672 0.59702 0.025 -0.019 0.055
C -3.08009 3.18125 -0.73629 0.038 -0.005 0.010
C -2.01269 2.41853 -1.18448 -0.003 -0.015 -0.029
C 0.77608 1.40107 -2.13281 -0.050 -0.010 -0.012
C 0.35637 1.16180 -3.43597 0.012 0.004 -0.006
C 0.93933 1.87963 -4.47099 -0.023 -0.018 0.016
C 1.91726 2.82769 -4.19486 0.015 0.006 0.046
C 2.32764 3.05549 -2.88830 0.016 0.050 -0.114
C 1.76114 2.33689 -1.84669 -0.010 -0.053 0.191
H 1.57289 -2.34012 0.05954 -0.016 -0.002 0.003
H 2.82053 -3.79146 -1.52006 -0.013 -0.003 0.002
H 1.85745 -5.96050 -2.23002 -0.011 0.011 0.011
H -0.34799 -6.68099 -1.37221 0.011 0.011 0.000
H -1.59511 -5.23195 0.19929 0.027 -0.001 -0.010
H -0.27245 -3.89827 3.63512 -0.030 -0.005 -0.025
H -1.51992 -5.41210 5.16289 -0.003 -0.001 0.000
H -3.89488 -5.93974 4.70255 0.006 0.004 -0.005
H -5.01642 -4.97282 2.72279 0.015 -0.007 0.011
H -3.74961 -3.49339 1.18352 0.017 -0.020 0.046
H -4.08875 -0.59424 0.66566 -0.018 -0.002 -0.032
H -6.14731 0.71055 0.15416 0.007 -0.004 0.000
H -6.59894 1.44015 -2.16044 0.014 0.000 0.002
H -4.99591 0.90492 -3.96652 0.002 -0.007 0.002
H -2.93725 -0.37161 -3.44892 -0.026 -0.001 0.021
H -0.24151 -2.32263 -3.24199 -0.017 -0.025 0.006
H -0.44580 -4.27367 -4.78458 0.000 0.004 0.003
H -2.36522 -5.81234 -4.57229 -0.002 0.006 0.006
H -4.07716 -5.42852 -2.82904 0.000 0.002 0.006
H -3.85819 -3.49594 -1.28949 0.016 -0.001 -0.023
H -1.17232 0.89476 1.72890 -0.003 0.015 -0.014
H -3.07006 2.27848 2.53683 0.004 0.003 -0.012
H -4.27510 3.75333 0.94838 0.012 -0.010 -0.002
H -3.58769 3.84864 -1.42174 0.004 -0.012 0.006
H -1.67639 2.49030 -2.21148 -0.011 0.007 0.020
H -0.40795 0.42298 -3.63310 0.007 0.009 -0.004
H 0.62584 1.70090 -5.49279 0.003 0.000 0.023
H 2.36065 3.39766 -5.00253 -0.007 -0.009 0.016
H 3.07583 3.80703 -2.66987 -0.008 -0.018 -0.009
H 2.05055 2.51904 -0.81644 -0.020 -0.050 -0.040
Cl -1.37164 3.59309 4.98485 -0.023 -0.001 0.026
C -0.02823 2.74018 4.17741 -0.029 0.103 0.030
Cl -0.23393 0.98807 4.27362 -0.069 -0.049 -0.070
H 0.88805 3.00260 4.68829 0.055 -0.034 -0.013
H -0.00733 3.07365 3.14585 0.093 -0.164 -0.063
Cl 3.41172 -0.71207 5.03378 0.042 0.024 0.050
C 2.17008 -1.49197 3.90873 -0.147 -0.195 -0.114
H 1.35670 -1.77118 4.59077 0.034 0.043 0.049
H 2.66730 -2.43109 3.62753 -0.004 -0.020 0.040
Br 8.84910 1.10692 1.37634 -0.003 -0.001 -0.001
C 7.15555 1.84964 1.83787 -0.016 -0.020 -0.010
C 7.07958 3.19706 2.14917 -0.005 0.019 0.006
C 5.84508 3.73741 2.48647 0.006 -0.026 -0.001
C 4.71296 2.93679 2.51418 0.032 -0.020 0.021
C 4.81378 1.58866 2.19282 -0.007 0.009 -0.045
C 6.03959 1.03449 1.84572 -0.003 0.006 0.023
C 3.58019 0.74594 2.17745 0.035 0.105 -0.252
O 2.52549 1.19552 2.68731 -0.041 0.109 0.111
O 3.57497 -0.38335 1.61368 -0.105 -0.122 0.037
H 7.96871 3.81263 2.12308 -0.009 -0.008 0.005
H 5.77129 4.79189 2.72129 -0.007 -0.001 -0.003
H 3.73787 3.33810 2.76110 0.002 -0.002 -0.003
H 6.09312 -0.01579 1.59445 0.006 0.016 -0.004
Se 0.62267 4.35364 0.89167 -0.097 0.111 -0.018
C 1.76816 5.26862 -0.27973 0.080 0.029 0.012
C 3.16881 5.19122 -0.17614 -0.030 0.030 -0.049
C 3.97373 5.81885 -1.11053 -0.040 -0.019 -0.007
N 3.52086 6.52554 -2.15361 0.028 -0.005 0.019
C 2.19045 6.61975 -2.24115 -0.046 -0.024 0.061
C 1.29887 6.03554 -1.35827 0.068 0.007 -0.065
H 3.61886 4.62602 0.63105 -0.019 0.015 -0.044
H 5.05485 5.73872 -1.02390 -0.017 0.008 -0.005
H 1.80954 7.20055 -3.07874 0.021 -0.013 0.010
H 0.23300 6.15664 -1.50710 0.000 -0.017 0.012